No. 1
{"formula": "C2H9N2", "method": "ωB97M-V/def2-TZVPD", "fmax_ev_per_a": 0.80, "e_homo_ev": -15.6, "relative_energy_kcal_mol": 13.3, "total_energy_ev": -5193.37636, "total_charge": 1, "elements": ["N", "H", "H", "H", "H", "C", "C", "N", "H", "H", "H", "H", "H"], "xyz": [[1.301, 1.778, 0.606], [0.856, 2.579, 1.051], [1.882, 1.392, 1.351], [1.968, 2.195, -0.049], [0.238, 0.360, 0.346], [-1.705, -0.587, 0.077], [0.453, -1.244, -0.801], [-0.238, -0.472, -0.078], [-1.938, -1.334, 0.828], [-2.098, 0.405, 0.285], [-2.133, -0.899, -0.881], [1.519, -1.059, -0.888], [-0.060, -2.061, -1.297]], "atomic_forces_ev_per_a": [[0.44, 0.20, 0.42], [-0.16, -0.07, -0.12], [0.06, 0.06, -0.07], [-0.30, -0.27, 0.02], [0.25, 0.28, -0.15], [0.16, 0.06, -0.78], [-0.11, -0.03, 0.11], [-0.61, 0.00, -0.04], [-0.05, 0.20, 0.26], [0.00, -0.17, 0.35], [0.12, -0.06, 0.19], [-0.10, -0.15, -0.08], [0.30, -0.06, -0.13]], "mulliken_charge": [-0.9342, 0.2694, 0.2832, 0.2698, 0.4014, -0.8531, -0.1181, 0.1209, 0.3293, 0.3265, 0.3577, 0.2487, 0.2986]}

=====

No. 2
{"formula": "C2H9N2", "method": "ωB97M-V/def2-TZVPD", "fmax_ev_per_a": 6.12, "e_homo_ev": -13.8, "relative_energy_kcal_mol": 34.8, "total_energy_ev": -5192.44447, "total_charge": 1, "elements": ["N", "C", "C", "N", "H", "H", "H", "H", "H", "H", "H", "H", "H"], "xyz": [[1.244, -1.472, 0.440], [-0.080, -0.798, 0.468], [0.263, 0.722, 0.051], [-1.004, 1.365, -0.758], [1.333, -2.033, 1.282], [1.333, -2.149, -0.390], [-0.397, -0.905, 1.539], [-0.732, -1.268, -0.217], [1.171, 0.672, -0.603], [0.573, 1.279, 0.921], [-1.485, 1.986, -0.094], [-0.645, 1.879, -1.473], [-1.574, 0.723, -1.167]], "atomic_forces_ev_per_a": [[-0.38, -1.27, -1.40], [2.56, 1.09, 1.27], [-0.61, -2.49, -0.97], [2.98, 0.85, 5.28], [0.22, -0.01, -0.23], [-0.18, 1.46, 1.73], [-0.40, 0.55, -1.23], [-1.17, -0.27, -0.63], [-1.23, 0.17, 0.06], [-0.66, 0.71, 0.10], [-0.22, -0.34, -0.52], [1.35, 2.29, -2.53], [-2.27, -2.74, -0.93]], "mulliken_charge": [-0.5902, -0.4367, -0.4610, -0.3026, 0.2583, 0.2319, 0.3229, 0.3347, 0.3155, 0.3336, 0.3668, 0.3102, 0.3164]}

=====

No. 3
{"formula": "C2H9N2O", "method": "ωB97M-V/def2-TZVPD", "fmax_ev_per_a": 3.28, "e_homo_ev": -14.4, "relative_energy_kcal_mol": 62.9, "total_energy_ev": -7239.62748, "total_charge": 1, "elements": ["C", "N", "C", "N", "H", "H", "H", "H", "H", "H", "H", "H", "H", "O"], "xyz": [[1.142, -1.300, -1.693], [-0.172, 1.061, 0.671], [0.677, 0.668, -0.212], [1.393, -0.465, -0.427], [2.188, -1.711, -1.906], [0.830, -0.555, -2.616], [0.453, -2.168, -1.527], [-0.948, 0.712, 1.326], [-0.288, 2.007, 0.539], [0.751, 1.274, -1.045], [2.052, -0.942, 0.247], [-2.701, -0.263, 2.596], [-2.989, 1.199, 1.988], [-2.389, 0.482, 2.058]], "atomic_forces_ev_per_a": [[1.92, 1.75, -1.32], [0.05, -1.14, 1.32], [0.38, -3.15, -0.44], [-0.09, -1.61, 0.61], [-1.66, 0.43, -0.15], [0.61, -2.08, 2.47], [0.31, 1.22, -0.04], [1.21, -0.85, -0.03], [-0.91, 2.71, -0.31], [0.10, 1.78, -1.67], [-1.93, 0.85, -0.44], [-0.24, 0.67, -0.19], [-1.28, 0.62, 0.31], [1.54, -1.21, -0.13]], "mulliken_charge": [-0.6723, -0.2458, 0.0779, -0.2165, 0.2941, 0.2782, 0.2733, 0.3315, 0.2686, 0.3193, 0.3116, 0.3239, 0.3063, -0.6500]}

=====

No. 4
{"formula": "C2H9N2O", "method": "ωB97M-V/def2-TZVPD", "fmax_ev_per_a": 2.42, "e_homo_ev": -13.8, "relative_energy_kcal_mol": 57.1, "total_energy_ev": -7239.87829, "total_charge": 1, "elements": ["N", "C", "N", "C", "O", "H", "H", "H", "H", "H", "H", "H", "H", "H"], "xyz": [[-1.226, -1.271, -0.813], [-0.566, -0.916, 0.419], [-0.408, 0.614, 0.460], [1.036, 1.062, 0.427], [1.441, 0.466, -0.796], [-1.386, -2.266, -0.844], [-1.063, -0.797, -1.682], [-1.280, -1.103, 1.199], [0.385, -1.474, 0.477], [-0.873, 0.936, -0.391], [-0.901, 0.916, 1.295], [1.660, 0.780, 1.267], [1.188, 2.141, 0.434], [1.992, 0.912, -1.451]], "atomic_forces_ev_per_a": [[-0.86, 0.21, 0.84], [-0.06, -0.18, -1.56], [1.17, -0.81, 0.55], [1.02, 0.46, -2.15], [-0.34, -0.64, 0.63], [-0.11, 0.16, -0.52], [0.66, -0.29, -0.10], [0.18, -0.54, 0.71], [-0.06, 0.94, 0.72], [-0.06, 0.40, 0.21], [-0.08, 0.49, -0.04], [-0.53, -1.10, 0.33], [-0.93, 0.25, -0.33], [0.00, 0.65, 0.71]], "mulliken_charge": [-0.5344, -0.2030, -0.1947, -0.3130, -0.4962, 0.2079, 0.1988, 0.3225, 0.2882, 0.3289, 0.3727, 0.3175, 0.3641, 0.3406]}

=====

No. 5
{"formula": "C2H9N2O", "method": "ωB97M-V/def2-TZVPD", "fmax_ev_per_a": 1.35, "e_homo_ev": -15.1, "relative_energy_kcal_mol": 18.3, "total_energy_ev": -7241.56436, "total_charge": 1, "elements": ["C", "N", "C", "N", "H", "H", "H", "H", "H", "H", "H", "H", "H", "O"], "xyz": [[0.967, -0.916, 1.194], [0.151, 0.299, 1.041], [-0.813, 0.384, 0.180], [-1.568, 1.442, -0.007], [2.011, -0.639, 1.276], [0.673, -1.446, 2.096], [0.777, -1.561, 0.351], [0.318, 1.043, 1.716], [-1.158, -0.509, -0.338], [-1.421, 2.420, 0.166], [-2.417, 1.287, -0.530], [1.199, 0.097, -2.529], [0.659, -1.374, -2.537], [0.621, -0.529, -2.079]], "atomic_forces_ev_per_a": [[-0.38, 0.08, 0.37], [0.62, -0.23, 0.26], [-0.70, 0.02, 0.61], [-1.04, 0.04, -0.86], [0.12, -0.04, -0.22], [-0.02, 0.07, 0.14], [0.23, -0.04, -0.28], [-0.05, -0.01, -0.46], [0.48, 0.12, 0.05], [0.65, 0.03, 0.63], [0.10, -0.03, -0.20], [0.00, -0.32, -0.18], [0.21, 0.20, -0.23], [-0.20, 0.11, 0.38]], "mulliken_charge": [-0.7279, -0.1594, 0.2499, -0.3334, 0.2852, 0.3351, 0.3047, 0.2371, 0.2826, 0.2375, 0.2595, 0.2845, 0.3198, -0.5752]}

=====

No. 6
{"formula": "C2H9N2O2", "method": "ωB97M-V/def2-TZVPD", "fmax_ev_per_a": 2.20, "e_homo_ev": -14.6, "relative_energy_kcal_mol": 22.3, "total_energy_ev": -9289.00261, "total_charge": 1, "elements": ["N", "C", "C", "N", "O", "H", "H", "H", "H", "H", "H", "H", "H", "H", "O"], "xyz": [[0.293, -0.880, -2.441], [-0.573, -0.231, -1.440], [0.360, 0.306, -0.346], [-0.178, 0.826, 0.751], [1.552, 0.134, -0.553], [0.117, -1.886, -2.407], [0.066, -0.684, -3.418], [1.263, -0.633, -2.142], [-1.224, -0.992, -1.008], [-1.257, 0.552, -1.765], [-1.166, 1.007, 0.813], [0.432, 1.373, 1.343], [-1.941, 0.269, 3.628], [-1.108, -0.849, 3.961], [-1.034, -0.046, 3.498]], "atomic_forces_ev_per_a": [[-1.06, -0.59, -0.81], [-1.15, 0.04, 1.32], [0.34, -0.58, -0.32], [0.05, 0.51, -0.50], [0.26, 0.29, 0.03], [0.58, -0.05, 0.34], [0.29, 0.71, 0.13], [0.28, 0.02, 0.10], [0.07, -0.02, 0.04], [0.43, -0.01, -0.74], [0.04, -0.07, 0.11], [-0.05, -0.29, 0.27], [0.26, 0.43, -0.15], [0.47, -1.92, 0.97], [-0.81, 1.53, -0.78]], "mulliken_charge": [-0.2480, -0.6896, 0.6690, -0.3024, -0.6521, 0.3502, 0.3539, 0.3677, 0.2997, 0.3496, 0.2170, 0.2722, 0.3197, 0.3072, -0.6140]}

=====

Question: Which formula does entry 3 have?
Answer: C2H9N2O